A structure of composition C40H30F6GeIN4O10S2Zr at a distorted geometry, computed with ωB97M-V with the def2-TZVPD basis set.

Element x y z (Å)
1 Zr -0.377 0.672 1.961
2 O -1.933 4.392 0.567
3 C -1.803 3.084 0.822
4 O -0.947 2.707 1.714
5 C -2.495 2.069 0.164
6 C -3.546 2.142 -0.782
7 C -4.108 0.985 -1.235
8 C -3.660 -0.271 -0.738
9 C -2.654 -0.289 0.184
10 N -2.071 0.841 0.628
11 C -2.122 -1.525 0.884
12 O -2.401 -2.642 0.490
13 O -1.378 -1.209 1.906
14 H -1.153 4.824 0.950
15 H -3.881 3.112 -1.124
16 H -4.910 1.019 -1.961
17 H -4.105 -1.203 -1.053
18 F 3.949 3.324 2.205
19 C 3.417 3.098 0.996
20 F 3.869 1.919 0.558
21 F 3.851 4.049 0.169
22 S 1.570 3.099 1.095
23 O 1.422 1.920 2.024
24 O 1.258 4.392 1.634
25 N 1.287 2.973 -0.391
26 S 0.493 2.127 -1.528
27 O 1.450 1.317 -2.291
28 O 0.448 -0.036 0.241
29 C 0.319 3.627 -2.648
30 F 1.457 3.929 -3.264
31 F -0.592 3.302 -3.590
32 F -0.125 4.717 -2.019
33 C 0.601 -1.230 -0.233
34 Ge 0.928 -1.713 -2.089
35 C 0.948 -3.683 -1.891
36 C 0.246 -4.551 -2.723
37 C 0.238 -5.920 -2.495
38 C 0.938 -6.450 -1.423
39 C 1.664 -5.606 -0.596
40 C 1.668 -4.240 -0.833
41 C -0.550 -1.277 -3.285
42 C -0.444 -0.367 -4.336
43 C -1.530 -0.102 -5.158
44 C -2.742 -0.738 -4.933
45 C -2.868 -1.627 -3.877
46 C -1.781 -1.893 -3.057
47 C 2.724 -1.266 -2.707
48 C 3.049 -1.142 -4.054
49 C 4.352 -0.875 -4.451
50 C 5.353 -0.731 -3.503
51 C 5.045 -0.861 -2.157
52 C 3.741 -1.126 -1.767
53 H 0.429 -2.048 0.472
54 H -0.305 -4.156 -3.569
55 H -0.324 -6.572 -3.152
56 H 0.914 -7.515 -1.229
57 H 2.221 -6.010 0.240
58 H 2.247 -3.598 -0.177
59 H 0.483 0.172 -4.488
60 H -1.432 0.611 -5.966
61 H -3.591 -0.530 -5.573
62 H -3.816 -2.112 -3.684
63 H -1.899 -2.572 -2.219
64 H 2.283 -1.261 -4.810
65 H 4.585 -0.774 -5.504
66 H 6.369 -0.518 -3.811
67 H 5.821 -0.746 -1.410
68 H 3.509 -1.212 -0.711
69 I -7.112 4.600 3.627
70 C -5.245 3.691 3.878
71 C -4.981 2.493 3.233
72 C -3.743 1.894 3.406
73 C -2.774 2.498 4.197
74 C -3.057 3.699 4.838
75 C -4.296 4.299 4.688
76 C -1.401 1.905 4.347
77 O -0.507 2.502 4.908
78 O -1.262 0.695 3.831
79 H -5.725 2.032 2.598
80 H -3.525 0.949 2.922
81 H -2.287 4.159 5.441
82 H -4.518 5.232 5.186
83 N 0.380 -1.431 4.798
84 C 1.508 -1.385 4.053
85 C 2.676 -2.036 4.509
86 C 3.799 -2.029 3.727
87 C 3.770 -1.369 2.496
88 C 2.600 -0.750 2.129
89 N 1.476 -0.751 2.870
90 H 0.464 -1.734 5.752
91 H -0.380 -0.797 4.575
92 H 2.659 -2.533 5.469
93 H 4.699 -2.527 4.065
94 H 4.632 -1.324 1.848
95 H 2.542 -0.206 1.198

The net charge is -1. The calculation puts the HOMO-LUMO gap at 0.1536 hartree. For the HOMO energy, the calculation gives -3.06 eV.